1.
The following is a DFT calculation (ωB97M-V/def2-TZVPD) of a structure of composition C40H52CsF5N8O4S2Sb2.

The geometry in ORCA input format:
```
! wB97M-V def2-TZVPD RIJCOSX def2/J DEFGRID3
* xyz -2 1
Cs 0.59 0.30 -0.28
C -1.46 3.21 3.46
Sb -0.33 1.37 3.18
C 1.42 2.29 4.02
C -0.91 0.80 5.26
C -2.25 0.18 5.44
C -3.35 1.00 5.67
C -4.62 0.49 5.87
C -4.81 -0.88 5.88
C -3.73 -1.72 5.66
C -2.45 -1.22 5.41
C -1.35 -2.14 5.03
Sb -1.25 -2.41 2.80
C -1.93 -4.47 2.99
C -3.27 -1.76 2.42
H -2.52 3.01 3.37
H -1.17 3.92 2.69
H -1.23 3.62 4.44
H 1.31 2.45 5.10
H 1.57 3.24 3.52
H 2.29 1.66 3.83
H -0.88 1.75 5.78
H -0.10 0.17 5.63
H -3.20 2.08 5.69
H -5.46 1.16 6.02
H -5.80 -1.30 6.05
H -3.88 -2.79 5.67
H -1.50 -3.14 5.45
H -0.37 -1.78 5.32
H -2.59 -4.58 3.85
H -1.08 -5.15 3.10
H -2.47 -4.74 2.08
H -3.98 -2.32 3.03
H -3.46 -1.94 1.36
H -3.37 -0.70 2.63
N 5.07 7.12 3.60
C 4.69 5.96 2.90
C 4.39 6.04 1.54
C 4.00 4.91 0.84
C 3.90 3.69 1.50
C 4.28 3.59 2.83
C 4.68 4.72 3.53
S 3.16 2.26 0.73
O 3.49 2.25 -0.68
O 3.63 1.13 1.49
N 1.57 2.32 0.96
C 0.81 3.25 0.36
N -0.53 3.05 0.44
C -1.32 3.96 -0.10
C -0.84 5.09 -0.74
C 0.53 5.20 -0.80
N 1.35 4.31 -0.27
H 4.68 7.96 3.22
H 4.92 7.05 4.59
H 4.43 7.00 1.04
H 3.78 4.95 -0.22
H 4.24 2.62 3.30
H 4.96 4.65 4.57
H -2.38 3.77 0.00
H -1.50 5.83 -1.17
H 1.01 6.04 -1.30
F 4.00 -0.85 4.98
C 3.97 -1.18 3.67
C 2.78 -1.24 2.98
F 1.64 -0.99 3.65
C 2.76 -1.56 1.64
F 1.55 -1.61 1.03
C 3.92 -1.81 0.89
S 3.90 -2.17 -0.77
C 5.11 -1.76 1.64
F 6.28 -2.00 1.05
C 5.14 -1.45 2.99
F 6.31 -1.43 3.65
C 1.14 -4.22 -1.19
N -0.21 -4.55 -1.64
C -0.34 -5.09 -2.98
C -1.28 -4.13 -0.92
C -2.64 -4.43 -1.50
O -1.16 -3.52 0.14
H 1.79 -5.09 -1.28
H 1.09 -3.91 -0.15
H 1.56 -3.39 -1.76
H 0.64 -5.46 -3.29
H -0.66 -4.32 -3.69
H -1.05 -5.92 -3.01
H -2.77 -3.93 -2.46
H -3.38 -4.05 -0.81
H -2.78 -5.51 -1.64
C -3.41 1.06 -0.86
C -4.06 0.26 -2.03
C -3.65 -1.23 -1.84
C -5.60 0.33 -1.81
O -3.70 0.74 -3.24
H -3.64 0.61 0.12
H -3.81 2.08 -0.88
H -2.32 1.12 -0.97
H -4.00 -1.64 -0.89
H -2.56 -1.31 -1.89
H -4.07 -1.81 -2.66
H -5.89 -0.02 -0.81
H -6.10 -0.29 -2.56
H -5.94 1.36 -1.94
N 3.33 0.44 -4.13
C 1.95 0.38 -4.09
C 1.27 -0.80 -3.77
N -0.05 -0.88 -3.71
C -0.74 0.25 -3.95
C -0.06 1.40 -4.31
N 1.27 1.48 -4.40
H 3.79 -0.17 -3.46
H 3.67 1.39 -4.08
H 1.83 -1.71 -3.56
H -1.83 0.25 -3.80
H -0.62 2.30 -4.56
*
```

Its gap between HOMO and LUMO is 5.3 eV. As for the total energy: -4090.7869 a.u. As for the HOMO energy: -1.80 eV. The LUMO energy is 3.5 eV. For the energy above the lowest of the compared OMol25 structures with the same formula, charge and spin, the calculation gives 252.77 kJ/mol.

---

2.
The following is a DFT calculation (ωB97M-V/def2-TZVPD) of a cluster of 5 separate species, C5H5Cl15 in total.

The geometry in ORCA input format:
```
! wB97M-V def2-TZVPD RIJCOSX def2/J DEFGRID3
* xyz 0 1
Cl -3.96 -9.47 -0.82
C -2.65 -9.23 -1.97
Cl -1.61 -10.64 -2.05
Cl -1.73 -7.83 -1.52
H -3.11 -9.07 -2.93
Cl -0.20 -4.24 -5.86
C -1.57 -4.62 -4.80
Cl -2.88 -3.49 -4.99
Cl -1.08 -4.68 -3.12
H -1.89 -5.61 -5.03
Cl -4.66 -7.76 -11.44
C -6.17 -7.11 -10.87
Cl -6.37 -7.46 -9.17
Cl -7.49 -7.77 -11.81
H -6.15 -6.06 -11.03
Cl -2.98 -9.87 -8.74
C -3.51 -8.99 -7.35
Cl -2.88 -7.38 -7.40
Cl -3.01 -9.80 -5.86
H -4.57 -8.90 -7.32
Cl -0.75 -6.61 -11.77
C -0.69 -8.18 -10.98
Cl 0.22 -8.07 -9.50
Cl -0.01 -9.41 -12.02
H -1.69 -8.46 -10.70
*
```

Its gap between HOMO and LUMO is 11.3 eV. Its SMILES is ClC(Cl)Cl.ClC(Cl)Cl.ClC(Cl)Cl.ClC(Cl)Cl.ClC(Cl)Cl. As for the total energy: -7096.3677 a.u. As for the HOMO energy: -11.10 eV. The LUMO energy is 0.2 eV. For the energy above the lowest of the compared OMol25 structures with the same formula, charge and spin, the calculation gives 24.19 kJ/mol.

---

3.
The following is a DFT calculation (ωB97M-V/def2-TZVPD) of a structure of composition C2H4ClFO2.

The geometry in ORCA input format:
```
! wB97M-V def2-TZVPD RIJCOSX def2/J DEFGRID3
* xyz 0 1
C -1.44 0.49 0.31
C 0.87 -0.04 -0.10
O 0.81 -0.82 -1.14
O -0.03 0.81 0.11
F 1.03 -1.31 1.08
Cl 2.44 0.77 0.12
H -2.02 1.38 0.02
H -1.56 0.20 1.34
H -1.73 -0.25 -0.46
H 1.63 -1.24 -1.29
*
```

Its gap between HOMO and LUMO is 11.9 eV. As for the total energy: -789.0972 a.u. As for the HOMO energy: -11.29 eV. The LUMO energy is 0.7 eV. For the energy above the lowest of the compared OMol25 structures with the same formula, charge and spin, the calculation gives 118.78 kJ/mol.

---

4.
The following is a DFT calculation (ωB97M-V/def2-TZVPD) of a cluster of 17 separate species, C29H40Cl48FOP in total.

The geometry in ORCA input format:
```
! wB97M-V def2-TZVPD RIJCOSX def2/J DEFGRID3
* xyz 0 1
C -3.73 3.85 -2.08
C -2.79 3.17 -1.70
P -1.32 1.99 -1.47
C -0.15 2.25 -0.01
C -0.40 3.72 0.55
C 0.92 4.35 1.19
C 0.46 5.73 1.86
C 1.58 3.43 2.31
C -2.39 0.84 -0.38
C -3.95 0.79 -1.01
C -4.52 -0.76 -1.30
O -4.06 0.33 -2.39
C -0.35 3.13 -2.64
F 1.08 3.05 -2.52
C -0.67 2.85 -4.19
C -1.74 3.85 -4.81
H -4.49 4.44 -2.64
H -1.08 0.89 -2.35
H -0.47 1.54 0.81
H 0.93 2.01 -0.22
H -1.16 3.61 1.39
H -0.79 4.44 -0.22
H 1.61 4.55 0.32
H 1.32 6.46 1.91
H -0.36 6.24 1.27
H 0.04 5.54 2.89
H 1.24 2.36 2.29
H 2.71 3.43 2.21
H 1.25 3.84 3.32
H -2.65 1.27 0.64
H -2.06 -0.22 -0.35
H -4.71 1.57 -0.61
H -5.16 -1.14 -2.14
H -5.46 -0.44 -0.69
H -0.65 4.22 -2.48
H -0.91 1.76 -4.38
H 0.30 3.04 -4.74
H -1.65 4.89 -4.39
H -2.76 3.40 -4.69
H -1.47 3.95 -5.91
C 0.26 -2.36 -1.24
Cl -0.53 -2.10 0.32
Cl -0.82 -3.22 -2.35
Cl 0.77 -0.82 -1.96
H 1.14 -2.97 -1.08
C -1.97 5.53 5.34
Cl -0.61 6.65 5.35
Cl -2.94 5.73 3.87
Cl -1.40 3.86 5.48
H -2.60 5.75 6.20
C 1.45 9.75 4.95
Cl 2.80 10.89 4.96
Cl 0.48 9.95 3.49
Cl 2.03 8.09 5.10
H 0.82 9.97 5.81
C -2.95 -4.82 2.65
Cl -1.63 -5.15 1.53
Cl -2.69 -5.66 4.19
Cl -3.11 -3.08 2.92
H -3.87 -5.19 2.21
C 6.45 11.47 5.18
Cl 6.04 12.46 6.58
Cl 7.20 12.45 3.92
Cl 7.51 10.13 5.65
H 5.53 11.04 4.78
C -4.86 3.83 -7.70
Cl -5.32 4.84 -6.32
Cl -4.10 4.81 -8.96
Cl -3.79 2.53 -7.19
H -5.76 3.38 -8.11
C 1.42 -8.09 2.61
Cl 0.63 -7.83 4.17
Cl 0.33 -8.95 1.50
Cl 1.94 -6.56 1.90
H 2.30 -8.71 2.77
C -7.39 -3.22 3.83
Cl -8.63 -4.22 4.60
Cl -5.83 -4.04 3.84
Cl -7.86 -2.81 2.17
H -7.30 -2.30 4.39
C 3.09 5.50 8.21
Cl 1.74 5.20 7.10
Cl 4.54 4.66 7.66
Cl 3.39 7.24 8.37
H 2.82 5.11 9.19
C -0.94 -10.40 -2.06
Cl -1.33 -12.08 -2.44
Cl 0.76 -10.06 -2.41
Cl -1.99 -9.30 -2.96
H -1.10 -10.24 -1.00
C 3.16 -12.86 -0.52
Cl 3.99 -14.33 -1.04
Cl 1.60 -12.70 -1.33
Cl 2.96 -12.84 1.23
H 3.78 -12.01 -0.80
C 5.28 -13.32 4.88
Cl 3.71 -12.50 4.78
Cl 6.22 -13.04 3.41
Cl 6.17 -12.77 6.31
H 5.10 -14.38 4.98
C 6.05 7.37 3.20
Cl 4.91 6.76 2.00
Cl 5.99 9.14 3.28
Cl 5.72 6.67 4.79
H 7.05 7.08 2.90
C -1.48 -9.47 -7.16
Cl -0.16 -9.81 -8.28
Cl -1.23 -10.31 -5.62
Cl -1.65 -7.73 -6.89
H -2.41 -9.84 -7.60
C -2.74 8.24 -10.62
Cl -4.31 9.05 -10.74
Cl -1.80 8.49 -12.10
Cl -1.84 8.83 -9.21
H -2.91 7.18 -10.50
C 4.70 -10.27 -3.83
Cl 5.55 -11.73 -4.35
Cl 3.11 -10.16 -4.60
Cl 4.54 -10.23 -2.07
H 5.28 -9.41 -4.14
*
```

Its gap between HOMO and LUMO is 8.1 eV. As for the total energy: -23734.1391 a.u. As for the HOMO energy: -7.89 eV. The LUMO energy is 0.2 eV.

---

5.
The following is a DFT calculation (ωB97M-V/def2-TZVPD) of a structure of composition C57H27BrF19GeMoN2O3PS.

The geometry in ORCA input format:
```
! wB97M-V def2-TZVPD RIJCOSX def2/J DEFGRID3
* xyz 0 1
Mo 0.36 -0.04 -0.27
O -1.87 -3.45 -2.09
C -2.98 -2.79 -2.46
C -3.96 -3.53 -3.13
C -5.13 -2.93 -3.54
C -5.36 -1.58 -3.30
C -4.41 -0.84 -2.63
C -3.21 -1.43 -2.20
C -2.24 -0.60 -1.47
O -1.12 -1.17 -1.10
N -2.49 0.64 -1.21
N -1.38 1.23 -0.60
C -1.48 2.49 -0.45
C -0.45 3.34 0.13
C -0.70 4.71 0.27
C 0.24 5.54 0.85
C 1.45 5.01 1.30
C 1.72 3.66 1.16
C 0.77 2.84 0.57
O 1.05 1.53 0.45
H -1.29 -2.83 -1.62
H -3.76 -4.58 -3.32
H -5.87 -3.52 -4.07
H -6.28 -1.11 -3.63
H -4.56 0.21 -2.43
H -2.40 2.96 -0.79
H -1.65 5.11 -0.07
H 0.04 6.60 0.95
H 2.18 5.66 1.75
H 2.65 3.24 1.49
F 2.20 -2.83 6.91
C 1.60 -2.38 5.82
C 0.24 -2.53 5.66
F -0.48 -3.12 6.60
C -0.37 -2.06 4.51
F -1.69 -2.18 4.46
C 0.34 -1.44 3.48
P -0.60 -0.86 2.00
C -1.62 0.42 2.81
C -2.93 0.25 3.26
C -3.58 1.30 3.89
C -2.93 2.51 4.11
C -1.61 2.66 3.71
C -0.96 1.62 3.07
C -1.67 -2.28 1.60
C -1.19 -3.58 1.73
C -1.97 -4.66 1.33
C -3.22 -4.44 0.78
C -3.70 -3.15 0.63
C -2.92 -2.07 1.03
C 1.71 -1.25 3.69
Br 2.81 -0.28 2.53
C 2.33 -1.73 4.84
F 3.63 -1.56 5.05
H -3.44 -0.69 3.12
H -4.60 1.17 4.23
H -3.44 3.32 4.61
H -1.08 3.59 3.89
H 0.07 1.74 2.77
H -0.21 -3.77 2.16
H -1.58 -5.67 1.43
H -3.83 -5.28 0.46
H -4.67 -2.97 0.18
H -3.29 -1.07 0.87
C 1.28 -2.03 -0.46
C 2.76 -2.17 -0.29
C 3.30 -2.56 0.94
C 4.66 -2.71 1.12
C 5.53 -2.49 0.06
C 5.02 -2.14 -1.18
C 3.65 -1.97 -1.35
H 0.78 -2.72 0.22
H 0.99 -2.30 -1.47
H 2.62 -2.76 1.76
H 5.05 -3.01 2.09
H 6.60 -2.61 0.20
H 5.68 -1.99 -2.02
H 3.25 -1.71 -2.33
F 2.78 3.02 -6.30
C 2.47 3.76 -5.23
C 2.40 3.20 -3.96
C 2.13 4.08 -2.92
F 2.08 3.62 -1.66
C 1.92 5.43 -3.11
F 1.67 6.24 -2.08
C 1.98 5.95 -4.39
F 1.78 7.24 -4.60
C 2.26 5.11 -5.45
F 2.34 5.61 -6.69
Ge 2.67 1.32 -3.46
S 0.84 0.49 -2.64
C 4.34 1.49 -2.43
C 4.50 1.29 -1.08
F 3.46 0.92 -0.31
C 5.71 1.46 -0.43
F 5.81 1.24 0.88
C 6.81 1.86 -1.15
F 7.98 2.03 -0.54
C 6.69 2.10 -2.51
F 7.75 2.51 -3.21
C 5.47 1.92 -3.11
F 5.39 2.18 -4.43
C 2.96 0.24 -5.08
C 1.95 0.22 -6.03
F 0.87 1.00 -5.88
C 2.00 -0.56 -7.16
F 1.01 -0.55 -8.05
C 3.09 -1.38 -7.37
F 3.16 -2.15 -8.45
C 4.12 -1.39 -6.45
F 5.18 -2.18 -6.65
C 4.04 -0.59 -5.33
F 5.07 -0.66 -4.47
*
```

Its gap between HOMO and LUMO (alpha / beta) is 6.7 / 7.1 eV. As for the total energy: -9879.6596 a.u. As for the HOMO energy (alpha / beta): -8.04 / -8.17 eV. The LUMO energy (alpha / beta) is -1.3 / -1.0 eV.

---

6.
The following is a DFT calculation (ωB97M-V/def2-TZVPD) of a cluster of 2 separate species, C4H8N2O in total.

The geometry in ORCA input format:
```
! wB97M-V def2-TZVPD RIJCOSX def2/J DEFGRID3
* xyz 0 1
C 2.63 0.67 -0.55
C 1.27 0.04 -0.68
O 0.69 -0.12 -1.72
C 0.76 -0.36 0.66
N 0.74 -0.55 1.81
H 3.27 0.06 0.09
H 3.08 0.80 -1.53
H 2.52 1.65 -0.06
C -2.39 0.20 -0.08
N -1.50 -0.95 -0.08
H -2.24 0.77 -1.00
H -2.13 0.85 0.76
H -3.46 -0.05 0.00
H -1.69 -1.57 -0.86
H -1.56 -1.47 0.78
*
```

Its gap between HOMO and LUMO is 9.4 eV. Its SMILES is CC(=O)C#N.CN. As for the total energy: -341.9203 a.u. As for the HOMO energy: -9.17 eV. The LUMO energy is 0.2 eV. For the energy above the lowest of the compared OMol25 structures with the same formula, charge and spin, the calculation gives 218.92 kJ/mol.